(one)
A 2-piece molecular cluster, C6H12O2 overall, computed with wB97M-V/def2-TZVPD.

Geometry as ORCA input:
```
! wB97M-V def2-TZVPD RIJCOSX def2/J DEFGRID3
* xyz 0 1
C -0.9092 -2.8935 -0.8481
C -0.2073 -1.6769 -1.5811
C 0.2630 -0.6475 -0.6168
C 0.7952 0.4997 -0.9149
C 0.6505 1.6141 0.0205
C -0.2193 2.6451 -0.2527
O -0.7253 3.3983 0.7766
H -1.9549 -2.5508 -0.5710
H -0.2559 -3.1802 -0.0023
H -1.0803 -3.6494 -1.5392
H -1.0256 -1.3352 -2.1913
H 0.6611 -1.9367 -2.2280
H 0.2359 -1.0580 0.3512
H 1.1170 0.7442 -1.9445
H 0.7392 1.3302 1.1380
H -0.6440 2.9546 -1.1675
H -0.3574 3.3776 1.7307
O 1.1404 0.5475 3.4836
H 1.0792 1.4582 3.6418
H 0.6979 0.3584 2.7150
*
```

Its LUMO energy is 0.50 eV. Its SMILES is CC/C=C/C=C/O.O. The calculation puts the HOMO energy at -8.1 eV.


(two)
A 2-piece molecular cluster, C6H12O2 overall, computed with wB97M-V/def2-TZVPD.

Geometry as ORCA input:
```
! wB97M-V def2-TZVPD RIJCOSX def2/J DEFGRID3
* xyz 0 1
C -2.0251 0.1261 -1.6308
C -2.9839 0.5599 -0.5336
C -2.2651 1.1101 0.7774
O -4.1658 0.5061 -0.7627
H -1.2000 -0.4588 -1.1907
H -1.5973 0.9909 -2.1652
H -2.5575 -0.5091 -2.3586
H -2.8955 1.8622 1.2810
H -1.2773 1.5573 0.5754
H -2.1304 0.2520 1.4572
C 2.3705 -0.2157 -0.7591
C 1.9170 -0.1168 0.6620
C 2.4089 -1.2544 1.5452
O 1.3403 0.8722 1.1104
H 1.8231 -1.0491 -1.2308
H 3.4525 -0.4112 -0.8468
H 2.1354 0.7134 -1.3052
H 3.4720 -1.0446 1.7514
H 2.3258 -2.2716 1.1267
H 1.8524 -1.2190 2.4969
*
```

Its LUMO energy is 0.62 eV. Its SMILES is CC(C)=O.CC(C)=O. The calculation puts the HOMO energy at -9.5 eV.


(three)
A 2-piece molecular cluster, C6H12O2 overall, computed with wB97M-V/def2-TZVPD.

Geometry as ORCA input:
```
! wB97M-V def2-TZVPD RIJCOSX def2/J DEFGRID3
* xyz 0 1
C -1.5601 -2.7777 0.2729
C -0.5873 -1.6426 0.5292
C 0.2154 -1.1723 -0.4224
C 1.0933 0.0057 -0.2275
C 1.0584 1.0362 -1.0824
C 2.0979 2.0944 -1.1734
O 0.0628 1.1772 -2.0024
H -2.1908 -2.8620 1.1590
H -2.2864 -2.5172 -0.4927
H -0.9477 -3.6687 0.1788
H -0.5351 -1.3188 1.5611
H 0.1549 -1.5109 -1.4525
H 1.8300 0.0327 0.5475
H 1.9484 2.8776 -0.4347
H 2.1637 2.4766 -2.1627
H 3.1299 1.8301 -0.9346
H -0.6376 0.6402 -1.7728
O -1.5615 1.4368 2.4716
H -2.1857 2.0887 2.1276
H -1.2622 1.7743 3.3105
*
```

Its LUMO energy is 0.73 eV. Its SMILES is C/C=C/C=C(/C)O.O. The calculation puts the HOMO energy at -7.9 eV.


So which one is most stable? That would be (two), about 27.7 kcal/mol below the next structure.


(one)
A 2-piece molecular cluster, C2H2N2O4 overall, computed with wB97M-V/def2-TZVPD.

Geometry as ORCA input:
```
! wB97M-V def2-TZVPD RIJCOSX def2/J DEFGRID3
* xyz 0 1
H -1.0032 -0.4580 -0.6887
N -0.7432 0.0827 -1.5424
C -0.0795 1.1073 -1.3537
N 0.3821 1.6118 0.0170
O 0.0951 0.8742 0.9386
O 0.9880 2.6698 0.0321
H 0.3010 1.7968 -2.0533
O -0.0293 -2.8175 0.4337
C 0.0241 -2.5703 1.5553
O 0.0650 -2.2968 2.6614
*
```

Its LUMO energy is -0.92 eV. Its SMILES is [H]/N=C\[N+](=O)[O-].O=C=O. The calculation puts the HOMO energy at -11.2 eV.


(two)
The molecule C2H2N2O4, computed with wB97M-V/def2-TZVPD.

Geometry as ORCA input:
```
! wB97M-V def2-TZVPD RIJCOSX def2/J DEFGRID3
* xyz 0 1
O 2.3047 0.9492 1.0379
C 1.2891 0.6859 0.6063
O 0.1130 1.4342 1.0823
N -1.0055 0.4877 0.6538
N -0.4831 0.0682 -0.6713
O -1.2811 -0.8795 -1.0469
C 0.8640 -0.2904 -0.4984
O 1.3024 -1.5089 -0.7980
H -2.0677 1.0237 0.3055
H -1.0358 -1.9700 -0.6711
*
```

Its LUMO energy is -1.32 eV. Its SMILES is O=c1o[nH]n(O)c1=O. The calculation puts the HOMO energy at -10.3 eV.


So which one is most stable? That would be (one), about 101.0 kcal/mol below the next structure.


(one)
The molecule C4H11NOS, computed with wB97M-V/def2-TZVPD.

Geometry as ORCA input:
```
! wB97M-V def2-TZVPD RIJCOSX def2/J DEFGRID3
* xyz 0 1
N 1.6398 0.5552 -0.4309
C 0.3343 -0.1189 -0.2858
C 0.1716 -1.3435 -1.3318
O 1.3848 -2.0405 -1.1391
C -0.9710 0.6048 0.0141
C -0.9913 1.6121 1.2005
S -1.6602 0.7207 2.6575
H 1.6722 0.8813 -1.3928
H 2.3124 -0.1911 -0.3186
H 0.5103 -0.6856 0.6373
H -0.5805 -1.9737 -0.8474
H -0.2551 -0.7766 -2.1656
H 1.4887 -2.9101 -1.5265
H -1.5847 -0.2386 0.2996
H -1.2860 1.1688 -0.8596
H 0.0245 2.0031 1.4153
H -1.7397 2.3592 0.9039
H -0.4701 0.3735 3.1700
*
```

Its LUMO energy is 0.73 eV. Its SMILES is N[C@H](CO)CCS. The calculation puts the HOMO energy at -8.9 eV.


(two)
The molecule C4H11NOS, computed with wB97M-V/def2-TZVPD.

Geometry as ORCA input:
```
! wB97M-V def2-TZVPD RIJCOSX def2/J DEFGRID3
* xyz 0 1
C 0.6019 1.0696 -0.8548
C 0.3318 0.5585 1.5603
C 0.6645 -1.2732 -0.0423
C 0.0752 0.0955 0.1733
N -1.6933 -1.0936 -1.2907
O -2.3748 1.2835 -0.3676
S -1.8776 -0.2678 0.0262
H 1.6679 1.0298 -0.7752
H 0.2782 0.8036 -1.7787
H 0.4583 2.0634 -0.4883
H -0.4159 0.2562 2.2948
H 0.2942 1.6459 1.6247
H 1.2102 0.2336 1.9698
H 1.4197 -1.2459 -0.8188
H 1.1076 -1.6338 0.8387
H -0.0974 -1.9243 -0.3888
H -2.3055 -1.8457 -1.4290
H -3.0164 1.4074 -1.1079
*
```

Its LUMO energy is 0.74 eV. The calculation puts the HOMO energy at -8.9 eV.


So which one is most stable? That would be (one), about 22.7 kcal/mol below the next structure.


(one)
The molecule C3H6F2, computed with wB97M-V/def2-TZVPD.

Geometry as ORCA input:
```
! wB97M-V def2-TZVPD RIJCOSX def2/J DEFGRID3
* xyz 0 1
C -0.8138 -0.7849 0.1036
C 0.3269 -0.1224 0.3893
C 0.7409 0.9373 -0.5829
F 1.2944 -0.9724 0.7999
F -0.0521 0.7814 1.4145
H -0.8488 -1.9198 -0.5185
H -0.8481 -1.2498 0.9817
H -1.8573 -0.1181 0.2081
H -0.2076 1.5402 -0.8427
H 0.6636 0.5462 -1.6007
H 1.6018 1.3624 -0.3523
*
```

Its LUMO energy is 0.95 eV. Its SMILES is CC(C)(F)F. The calculation puts the HOMO energy at -11.7 eV.


(two)
C3H6F2 as an isolated structure, computed with wB97M-V/def2-TZVPD.

Geometry as ORCA input:
```
! wB97M-V def2-TZVPD RIJCOSX def2/J DEFGRID3
* xyz 0 1
C -0.0164 0.0131 1.4126
C -0.4046 -0.2785 0.0644
C 0.4540 0.2317 -1.2035
H 0.1759 1.0838 1.4598
H -0.7693 -0.3590 2.1847
H 0.9397 -0.5201 1.5813
H 1.4185 -0.5482 -1.6508
H 0.5987 1.2858 -1.0624
H -0.6267 0.3548 -2.1446
F -1.4049 0.3227 -0.3550
F -0.3650 -1.5860 -0.2864
*
```

Its LUMO energy is 0.92 eV. The calculation puts the HOMO energy at -10.5 eV.


So which one is most stable? That would be (one), about 13.3 kcal/mol below the next structure.


(one)
An isolated ion of composition C4H10N2O and charge +1, computed with wB97M-V/def2-TZVPD.

Geometry as ORCA input:
```
! wB97M-V def2-TZVPD RIJCOSX def2/J DEFGRID3
* xyz 1 2
C -2.0245 1.2277 -1.7301
N -1.1999 0.4704 -0.9339
C -1.2368 0.3768 0.4874
C 0.0440 -0.3707 1.0212
N 1.2100 -0.2099 0.2095
C 2.3609 -1.1109 0.3043
O -2.9305 1.8939 -1.3303
H -1.8202 1.2125 -2.8029
H -0.6672 -0.1856 -1.4753
H -1.2487 1.3246 1.0159
H -2.0553 -0.2344 0.8719
H -0.2377 -1.3816 1.3116
H 0.3491 0.1044 1.9693
H 1.5359 0.7545 0.0787
H 1.9715 -2.1110 0.4612
H 2.9554 -0.9687 -0.5993
H 2.9939 -0.7920 1.1407
*
```

Its LUMO energy (spin up / spin down) is -3.61 / -8.25 eV. The calculation puts the HOMO energy (spin up / spin down) at -13.5 / -13.4 eV.


(two)
An isolated ion of composition C4H10N2O and charge +1, computed with wB97M-V/def2-TZVPD.

Geometry as ORCA input:
```
! wB97M-V def2-TZVPD RIJCOSX def2/J DEFGRID3
* xyz 1 2
C 1.4383 0.2973 -1.6158
N 1.1099 -0.5923 -0.6146
C -0.5482 -1.7073 0.8483
C -0.1341 -0.4952 0.0342
C -0.2346 0.8995 0.7799
N -1.3263 1.6506 0.2539
O 0.6229 1.1110 -1.9855
H 2.4080 0.2341 -2.0884
H 1.7927 -1.2584 -0.2621
H -0.1480 -1.7779 1.8758
H -0.3089 -2.6408 0.3206
H -1.6336 -1.6630 0.8936
H -0.8423 -0.3641 -0.7746
H -0.4111 0.5955 1.8131
H 0.7401 1.3859 0.7595
H -1.2922 1.6931 -0.7635
H -1.2327 2.6319 0.5254
*
```

Its LUMO energy (spin up / spin down) is -2.81 / -9.03 eV. The calculation puts the HOMO energy (spin up / spin down) at -15.2 / -14.4 eV.


So which one is most stable? That would be (two), about 1.3 kcal/mol below the next structure.


(one)
A 2-piece molecular cluster, C5H13N overall, computed with wB97M-V/def2-TZVPD.

Geometry as ORCA input:
```
! wB97M-V def2-TZVPD RIJCOSX def2/J DEFGRID3
* xyz 1 2
C 1.0025 1.0724 0.2489
C 1.7076 -0.1556 0.9722
C 3.1665 0.1103 1.1632
H 1.4924 2.0210 0.6517
H -0.0918 1.1842 0.5139
H 0.8651 1.0351 -0.7807
H 1.7024 -1.1385 0.4023
H 1.1854 -0.2934 1.8396
H 3.8172 -0.8064 1.2575
H 3.6737 0.7998 0.3993
H 3.2625 0.5833 2.1158
C -2.1491 0.2683 -1.2961
C -3.3185 -1.5469 -0.8031
N -2.8326 -0.5037 -0.2737
H -1.3900 0.9894 -0.8578
H -2.8982 0.6325 -1.8879
H -1.5983 -0.3789 -1.9245
H -3.7200 -2.3299 0.0084
H -3.8768 -1.5432 -1.7491
*
```

Its LUMO energy (spin up / spin down) is -6.49 / -9.56 eV. The calculation puts the HOMO energy (spin up / spin down) at -13.9 / -13.9 eV.


(two)
A 2-piece molecular cluster, C5H13N overall, computed with wB97M-V/def2-TZVPD.

Geometry as ORCA input:
```
! wB97M-V def2-TZVPD RIJCOSX def2/J DEFGRID3
* xyz 1 2
C -1.5554 -1.2497 0.6047
C -1.3801 -2.4907 1.5083
C -0.0869 -2.3363 2.4122
H -1.1529 -1.3768 -0.3828
H -2.6687 -1.1617 0.4559
H -1.1364 -0.5007 1.2455
H -2.1975 -2.7254 2.1947
H -1.1758 -3.4102 0.9653
H 0.5198 -3.2427 2.4430
H -0.3603 -1.9701 3.4196
H 0.5219 -1.4865 1.9930
C 1.1783 2.4975 -3.1592
C 0.8318 2.4720 -1.8611
N 1.7684 3.2047 -1.0493
H 2.1588 2.9233 -3.4063
H 0.3796 2.1729 -3.8117
H 0.0779 1.9039 -1.3156
H 2.5604 2.5489 -1.0530
H 1.7171 4.2276 -1.2030
*
```

Its LUMO energy (spin up / spin down) is -4.28 / -9.30 eV. The calculation puts the HOMO energy (spin up / spin down) at -13.5 / -13.5 eV.


So which one is most stable? That would be (two), about 19.3 kcal/mol below the next structure.